Record 1
Entry from the OMol25 dataset: the molecule C3H4ClOP (ωB97M-V with the def2-TZVPD basis set).

```
10
C3H4ClOP (ωB97M-V with the def2-TZVPD basis set)
O 0.039 -1.801 0.390
C -0.891 -1.210 -0.108
C -0.957 0.313 -0.162
C 0.399 0.879 -0.183
P 2.096 -0.492 0.497
Cl 3.596 0.673 0.128
H -1.921 -1.563 -0.381
H -1.372 0.673 0.748
H -1.520 0.578 -1.035
H 0.530 1.950 0.106
```

Relative energy (zero: lowest compared OMol25 entry of this formula, charge and spin) = 65.5 kcal per mole
Highest occupied orbital energy (spin up / spin down) = -0.290 / -0.308 hartree
Total charge = 0
Structure (SMILES) = O=CC/C=P/Cl



Record 2
Entry from the OMol25 dataset: a structure of composition C80H210F6N18O22Zn (ωB97M-V with the def2-TZVPD basis set).

```
337
C80H210F6N18O22Zn (ωB97M-V with the def2-TZVPD basis set)
Zn 2.919 -1.267 1.694
C 6.331 -2.201 1.782
O 6.476 -3.228 2.763
O 4.992 -1.710 1.843
C 7.513 -1.114 1.886
F 8.696 -1.700 1.949
F 7.667 -0.336 0.801
F 7.382 -0.317 2.920
C 7.250 -4.435 2.339
C 6.677 -5.576 3.238
H 7.337 -6.435 3.120
H 6.787 -5.329 4.294
H 5.761 -5.942 2.775
H 8.329 -4.397 2.490
H 7.340 -4.713 1.289
H 6.433 -2.635 0.787
C 0.298 0.025 0.084
O 1.047 -0.609 -0.982
O 0.865 -0.534 1.244
C 0.219 1.571 -0.015
F -0.773 1.869 -0.898
F -0.114 2.211 1.097
F 1.368 2.168 -0.424
C 0.523 -0.562 -2.305
C 1.297 -1.749 -3.018
H 0.714 -2.670 -3.005
H 1.231 -1.521 -4.082
H 2.371 -1.875 -2.883
H 0.770 0.357 -2.837
H -0.555 -0.714 -2.356
H -0.744 -0.293 0.047
C 0.717 -3.958 0.277
C 2.258 -3.906 0.146
C 2.754 -4.790 -1.040
O 4.198 -4.900 -1.093
C 4.654 -5.853 -2.017
N 2.645 -2.501 -0.047
H 0.189 -3.462 1.091
H 0.491 -4.973 0.603
H 0.151 -3.776 -0.637
H 2.654 -4.350 1.060
H 2.381 -4.439 -2.002
H 2.272 -5.740 -0.811
H 4.123 -5.966 -2.962
H 4.619 -6.844 -1.564
H 5.735 -5.726 -1.955
H 1.972 -1.939 -0.548
H 3.372 -2.604 -0.740
C 1.657 -1.753 7.726
C 0.651 -2.024 6.617
C -0.728 -1.475 7.072
O -0.702 -0.139 7.413
C -1.945 0.443 7.787
N 1.010 -1.434 5.400
H 2.601 -1.411 7.302
H 1.911 -2.641 8.305
H 1.264 -1.072 8.482
H 0.555 -3.110 6.587
H -1.203 -2.016 7.890
H -1.491 -1.585 6.300
H -1.823 1.423 8.249
H -2.376 -0.166 8.583
H -2.755 0.417 7.059
H 0.794 -0.452 5.493
H 0.307 -1.613 4.697
C -7.135 7.153 0.937
C -5.787 6.514 0.669
C -5.205 5.521 1.768
O -4.103 4.754 1.338
C -2.792 4.973 1.854
N -6.036 5.661 -0.509
H -7.101 7.958 1.670
H -7.986 6.576 1.299
H -7.590 7.629 0.068
H -5.039 7.258 0.394
H -5.977 4.753 1.833
H -4.994 6.090 2.673
H -2.788 4.985 2.944
H -2.211 5.789 1.423
H -2.235 4.075 1.586
H -6.579 4.931 -0.071
H -5.168 5.223 -0.783
C 1.289 -0.046 -7.539
C 0.997 1.434 -7.064
C 2.178 2.326 -6.838
O 3.158 1.632 -5.983
C 4.439 2.281 -5.797
N -0.008 2.043 -7.920
H 1.716 -0.514 -6.651
H 2.201 -0.225 -8.109
H 0.444 -0.572 -7.983
H 0.622 1.564 -6.049
H 1.932 3.309 -6.439
H 2.643 2.503 -7.808
H 4.402 3.180 -5.182
H 4.849 2.580 -6.762
H 5.181 1.608 -5.369
H 0.440 2.302 -8.787
H -0.262 2.914 -7.475
C 3.888 -3.223 4.913
C 3.236 -3.699 3.612
C 2.406 -4.964 3.949
O 1.582 -5.502 2.959
C 0.804 -6.619 3.411
N 2.300 -2.681 3.110
H 3.998 -2.142 4.832
H 4.913 -3.542 5.099
H 3.227 -3.340 5.772
H 3.912 -4.031 2.823
H 1.771 -4.642 4.774
H 3.156 -5.667 4.312
H 0.891 -6.837 4.475
H 0.828 -7.570 2.879
H -0.175 -6.201 3.177
H 1.498 -3.245 2.867
H 1.899 -2.239 3.924
C -5.805 -4.588 -6.107
C -4.949 -5.205 -5.022
C -3.439 -4.783 -5.000
O -2.916 -5.217 -3.793
C -1.478 -5.220 -3.668
N -5.605 -5.097 -3.683
H -5.739 -3.505 -6.209
H -6.836 -4.942 -6.122
H -5.533 -4.782 -7.145
H -4.899 -6.289 -5.125
H -3.484 -3.702 -4.865
H -2.925 -5.049 -5.924
H -1.149 -5.416 -2.648
H -0.842 -4.400 -4.001
H -1.144 -6.099 -4.219
H -4.896 -5.457 -3.060
H -5.587 -4.153 -3.324
C 1.805 3.507 8.560
C 1.829 2.474 7.431
C 0.911 2.707 6.124
O 0.834 1.558 5.304
C -0.086 1.723 4.225
N 3.213 2.215 7.222
H 0.814 3.700 8.972
H 2.115 4.492 8.211
H 2.396 3.154 9.405
H 1.518 1.518 7.853
H 1.374 3.544 5.600
H -0.125 3.024 6.242
H 0.447 2.351 3.511
H -1.016 2.193 4.544
H -0.236 0.749 3.759
H 3.175 1.580 6.437
H 3.441 3.029 6.669
C 2.586 6.193 0.200
C 2.617 7.711 -0.349
C 3.264 8.031 -1.745
O 4.449 7.393 -1.968
C 4.348 6.219 -2.705
N 1.270 8.359 -0.303
H 2.240 6.089 1.228
H 3.581 5.791 0.008
H 1.862 5.540 -0.289
H 3.181 8.225 0.429
H 3.371 9.087 -1.992
H 2.535 7.729 -2.497
H 3.601 5.553 -2.273
H 5.243 5.669 -2.417
H 4.031 6.376 -3.737
H 0.837 8.403 0.608
H 0.645 7.749 -0.811
C 6.588 -6.677 -4.813
C 5.741 -5.669 -5.658
C 5.832 -4.151 -5.348
O 4.755 -3.395 -5.847
C 4.714 -2.018 -5.449
N 5.963 -5.753 -7.121
H 7.651 -6.663 -5.054
H 6.134 -7.664 -4.902
H 6.594 -6.546 -3.731
H 4.778 -6.099 -5.384
H 6.720 -3.597 -5.652
H 5.849 -4.076 -4.261
H 5.450 -1.375 -5.932
H 4.666 -1.881 -4.369
H 3.703 -1.623 -5.553
H 5.480 -4.907 -7.389
H 5.346 -6.484 -7.443
C 0.915 -3.615 -6.784
C 1.538 -4.997 -6.335
C 2.340 -5.733 -7.510
O 3.142 -6.792 -7.046
C 2.350 -8.036 -7.110
N 2.345 -4.703 -5.130
H 1.618 -2.961 -7.301
H 0.505 -3.080 -5.928
H 0.039 -3.776 -7.413
H 0.652 -5.576 -6.076
H 2.949 -4.978 -8.006
H 1.706 -5.986 -8.360
H 1.347 -7.976 -6.688
H 2.877 -8.882 -6.668
H 2.131 -8.337 -8.134
H 2.978 -5.464 -4.930
H 2.986 -3.943 -5.309
C -4.112 -5.269 0.956
C -3.425 -6.114 2.039
C -2.612 -7.229 1.412
O -1.599 -6.503 0.619
C -0.885 -7.442 -0.209
N -2.580 -5.234 2.816
H -3.465 -4.460 0.613
H -4.964 -4.695 1.321
H -4.594 -5.930 0.236
H -4.224 -6.469 2.690
H -3.121 -8.006 0.841
H -2.215 -7.724 2.298
H -0.228 -6.974 -0.943
H -1.580 -8.065 -0.771
H -0.318 -8.187 0.349
H -1.765 -5.039 2.253
H -3.057 -4.352 2.933
C -2.971 -2.513 -1.444
C -3.644 -1.377 -2.138
C -3.360 0.003 -1.543
O -4.078 0.128 -0.337
C -4.061 1.442 0.264
N -3.191 -1.423 -3.513
H -1.896 -2.621 -1.589
H -3.322 -3.424 -1.929
H -3.268 -2.574 -0.397
H -4.723 -1.527 -2.117
H -3.832 0.768 -2.159
H -2.287 0.172 -1.449
H -4.889 1.669 0.936
H -4.163 2.185 -0.527
H -3.115 1.684 0.748
H -2.289 -0.978 -3.605
H -3.685 -0.771 -4.105
C -1.433 5.838 -1.130
C -0.994 6.231 -2.550
C -1.851 5.416 -3.632
O -1.317 5.562 -4.892
C -0.230 4.617 -5.205
N -1.181 7.710 -2.756
H -2.517 5.916 -1.053
H -0.997 6.440 -0.333
H -1.218 4.769 -1.099
H 0.071 6.077 -2.719
H -2.841 5.867 -3.566
H -2.190 4.405 -3.410
H -0.479 3.558 -5.139
H 0.694 4.845 -4.673
H 0.010 4.714 -6.264
H -2.033 8.022 -2.312
H -1.448 7.678 -3.730
C -3.959 2.202 4.003
C -4.213 3.297 5.025
C -5.347 2.728 5.993
O -6.522 2.684 5.184
C -7.724 2.178 5.673
N -2.967 3.677 5.744
H -3.016 2.348 3.477
H -4.705 2.195 3.209
H -3.930 1.316 4.638
H -4.532 4.212 4.526
H -5.500 3.401 6.837
H -5.163 1.727 6.383
H -8.366 2.272 4.797
H -8.235 2.673 6.499
H -7.744 1.099 5.821
H -2.407 4.399 5.315
H -3.301 4.103 6.597
C -5.380 -2.546 6.127
C -4.826 -3.201 4.871
C -3.634 -2.383 4.318
O -3.410 -2.365 2.882
C -2.257 -1.643 2.522
N -4.287 -4.482 5.280
H -4.633 -2.223 6.852
H -6.001 -3.224 6.714
H -6.075 -1.729 5.932
H -5.653 -3.510 4.232
H -2.717 -2.571 4.877
H -3.726 -1.312 4.504
H -2.268 -0.571 2.723
H -2.056 -1.816 1.465
H -1.384 -1.949 3.098
H -5.179 -4.958 5.273
H -3.728 -4.831 4.515
C 1.840 7.069 4.559
C 0.338 7.080 4.495
C -0.339 7.100 3.067
O 0.342 8.201 2.389
C 0.128 9.539 2.811
N -0.249 5.899 5.149
H 2.320 7.964 4.163
H 2.176 6.216 3.969
H 2.246 6.967 5.565
H -0.060 7.902 5.090
H -1.377 7.375 3.253
H -0.229 6.133 2.576
H 0.517 10.189 2.027
H 0.607 9.766 3.763
H -0.959 9.594 2.861
H 0.495 5.320 5.513
H -0.768 6.227 5.951
C 3.698 2.734 3.340
C 3.242 1.730 2.310
C 4.025 1.618 0.984
O 3.740 0.387 0.280
C 4.182 0.344 -1.051
N 3.209 0.440 2.970
H 4.779 2.669 3.461
H 3.202 2.641 4.307
H 3.402 3.682 2.891
H 2.218 2.056 2.130
H 5.112 1.574 1.051
H 3.721 2.544 0.496
H 3.617 1.150 -1.520
H 3.846 -0.627 -1.413
H 5.265 0.439 -1.128
H 2.571 0.587 3.739
H 4.081 0.417 3.479
C -5.083 3.588 -3.541
C -4.781 2.906 -4.884
C -3.771 3.540 -5.733
O -4.023 3.059 -7.059
C -3.491 3.812 -8.104
N -4.395 1.462 -4.610
H -5.712 4.469 -3.664
H -4.307 3.996 -2.893
H -5.670 2.826 -3.028
H -5.662 2.902 -5.526
H -2.754 3.368 -5.381
H -3.908 4.621 -5.750
H -3.867 3.547 -9.092
H -2.411 3.844 -7.961
H -3.869 4.793 -7.816
H -5.203 0.858 -4.554
H -3.887 1.136 -5.420
```

Highest occupied orbital energy = -0.278 hartree
Total charge = 0



Record 3
Entry from the OMol25 dataset: a cluster of 10 separate species, C44H73N10O11PS in total (ωB97M-V with the def2-TZVPD basis set).

```
140
C44H73N10O11PS (ωB97M-V with the def2-TZVPD basis set)
C 10.631 -3.699 2.103
C 9.628 -3.041 2.132
C 8.291 -2.541 1.965
C 8.015 -1.676 0.914
C 6.724 -1.203 0.694
C 6.480 -0.314 -0.407
C 6.403 0.262 -1.456
C 5.709 -1.626 1.555
C 5.983 -2.469 2.630
C 7.276 -2.927 2.842
N 7.569 -3.803 3.930
C 7.651 -4.996 3.725
S 7.749 -6.531 3.474
C 4.827 -2.854 3.505
O 4.921 -2.973 4.706
C 3.541 -3.017 2.786
C 3.263 -2.238 1.729
P 1.776 -2.424 0.704
C 0.580 -1.100 1.114
C 1.055 -4.063 1.104
C 4.273 -1.206 1.354
O 3.957 -0.114 0.952
H 11.524 -4.276 2.065
H 8.819 -1.381 0.255
H 6.336 0.773 -2.387
H 2.858 -3.780 3.139
H 0.816 -0.243 0.495
H 0.523 -0.821 2.164
H -0.388 -1.468 0.764
H 0.686 -4.498 0.180
H 1.863 -4.713 1.448
H 0.288 -4.067 1.878
C -3.220 0.177 -3.701
C -2.286 -0.778 -2.998
O -2.386 -1.992 -3.132
N -1.323 -0.246 -2.210
C -1.049 1.156 -1.931
H -3.925 -0.405 -4.287
H -3.772 0.782 -2.981
H -2.667 0.837 -4.370
H -0.733 -0.937 -1.774
H -0.032 1.396 -2.244
H -1.128 1.340 -0.863
H -1.745 1.800 -2.460
C -0.775 3.826 1.531
C 0.494 3.062 1.235
O 0.455 1.935 0.755
N 1.673 3.668 1.507
C 1.896 4.989 2.070
H -1.623 3.208 1.253
H -0.847 4.069 2.591
H -0.806 4.746 0.944
H 2.479 3.108 1.272
H 2.474 5.600 1.377
H 2.462 4.915 2.997
H 0.948 5.478 2.270
C -1.339 -3.228 -5.805
C -1.571 -2.731 -7.210
O -1.997 -1.609 -7.441
N -1.291 -3.581 -8.237
C -0.786 -4.937 -8.162
H -1.617 -2.448 -5.105
H -1.953 -4.106 -5.598
H -0.288 -3.481 -5.657
H -1.467 -3.187 -9.147
H 0.171 -5.016 -8.683
H -1.488 -5.631 -8.627
H -0.642 -5.231 -7.128
C 4.321 1.003 7.881
C 2.999 0.272 7.923
O 1.940 0.858 8.083
N 3.030 -1.077 7.772
C 4.175 -1.949 7.560
H 4.128 2.063 8.014
H 4.980 0.660 8.680
H 4.818 0.850 6.922
H 2.117 -1.500 7.817
H 4.046 -2.492 6.624
H 4.247 -2.672 8.376
H 5.093 -1.373 7.518
C -7.613 -0.079 -6.345
C -7.612 -1.425 -7.031
O -8.648 -2.012 -7.306
N -6.405 -1.968 -7.335
C -5.079 -1.424 -7.089
H -8.641 0.216 -6.165
H -7.097 -0.128 -5.386
H -7.132 0.673 -6.973
H -6.474 -2.865 -7.788
H -4.539 -1.302 -8.027
H -4.508 -2.099 -6.453
H -5.147 -0.459 -6.599
C -4.486 6.992 -1.331
C -3.209 6.237 -1.619
O -3.214 5.106 -2.073
N -2.033 6.868 -1.349
C -1.823 8.197 -0.809
H -5.324 6.355 -1.597
H -4.557 7.245 -0.272
H -4.537 7.909 -1.920
H -1.224 6.308 -1.567
H -1.246 8.804 -1.508
H -1.271 8.142 0.131
H -2.772 8.688 -0.624
C 6.953 4.586 2.244
C 5.517 4.152 2.421
O 4.611 4.959 2.575
N 5.258 2.822 2.397
C 6.176 1.712 2.217
H 6.989 5.670 2.285
H 7.580 4.181 3.039
H 7.341 4.254 1.281
H 4.284 2.598 2.522
H 5.872 1.149 1.341
H 6.124 1.057 3.091
H 7.198 2.055 2.093
C 1.304 -5.454 5.565
C 0.085 -4.919 4.846
O -0.443 -5.524 3.929
N -0.410 -3.722 5.261
C 0.085 -2.867 6.322
H 1.570 -6.407 5.119
H 2.149 -4.769 5.468
H 1.094 -5.607 6.624
H -1.221 -3.420 4.744
H -0.684 -2.715 7.080
H 0.362 -1.894 5.909
H 0.959 -3.309 6.789
C -11.512 -0.191 -3.188
C -10.606 0.974 -3.510
O -9.392 0.878 -3.464
N -11.197 2.149 -3.862
C -12.611 2.444 -3.974
H -10.890 -1.043 -2.932
H -12.160 0.042 -2.342
H -12.129 -0.452 -4.049
H -10.539 2.884 -4.066
H -12.855 2.755 -4.992
H -12.886 3.251 -3.293
H -13.204 1.569 -3.730
```

Relative energy (zero: lowest compared OMol25 entry of this formula, charge and spin) = 0.0 kcal per mole
Highest occupied orbital energy = -0.299 hartree
Total charge = 0



Record order is preserved below.
DFT total energy: -993.35366, -8192.80972, -3835.08856 a.u.